(1)
105
Properties=species:S:1:pos:R:3:forces:R:3:mulliken_charge:R:1 method="wB97M-V/def2-TZVPD" largest_force_ev_per_a=3.073 homo_ev=-7.4 e_above_lowest_kcal_mol=14.1 charge=0 multiplicity=1 lumo_energy_ha=0.015 orbital_gap_ev=7.782
Y -0.144120 -0.012211 0.575704 0.397 -0.322 -0.574 0.08
C -2.757332 4.862801 3.569233 0.421 -2.873 -0.295 -2.00
C -1.777553 4.162988 2.520341 -0.887 0.139 1.587 1.13
C -2.674198 3.555335 1.370383 1.277 -0.374 1.715 -1.20
C -0.793727 5.228679 2.018595 -0.042 -0.684 -0.265 -1.66
N -0.957459 3.123623 3.319455 -0.176 0.266 -2.239 0.51
C -1.135871 2.739394 4.626937 -0.205 0.059 0.552 0.00
C -0.158108 1.844586 4.914080 -0.647 1.225 -2.258 -1.66
N 0.592980 1.663970 3.776121 0.622 -0.078 -0.585 0.71
B 1.925868 0.801399 3.920641 -0.843 -0.468 -0.247 0.77
N 2.893510 0.837654 2.704908 -0.729 -0.671 -0.200 0.28
C 3.819168 1.812977 2.656174 1.032 1.528 0.435 -1.08
C 4.535939 1.745286 1.543501 -0.068 -1.628 -1.677 -0.46
N 4.040258 0.632613 0.832523 -0.422 1.047 1.780 0.33
C 3.007246 0.126176 1.554792 0.554 -0.875 -0.376 -0.03
S 2.185771 -1.313066 1.074645 -0.255 0.189 0.609 -0.50
C 4.484057 0.302427 -0.504659 -0.875 -1.409 -2.196 1.41
C 5.823575 0.952666 -0.785796 0.326 -1.521 -0.551 -2.21
C 4.659765 -1.253686 -0.708461 0.633 1.392 1.314 -1.86
C 3.438578 0.875457 -1.539510 -0.756 -0.944 2.825 -1.61
N 1.586495 -0.708226 4.307465 0.152 1.312 -0.125 0.36
C 2.520333 -1.381981 5.063890 -0.058 -0.390 -0.472 -1.08
C 2.098119 -2.654889 5.169825 -0.202 1.112 -0.208 -0.46
N 0.900819 -2.736959 4.488019 -0.589 -2.945 0.342 0.37
C 0.576124 -1.567117 3.967090 0.070 1.955 -0.844 0.29
S -0.850315 -1.122984 3.029310 0.603 -0.462 0.795 -0.32
C 0.122627 -4.068656 4.358258 -1.209 1.384 -0.631 1.18
C -1.176233 -3.890903 5.169493 -1.241 -0.835 -1.401 -1.57
C -0.185495 -4.406895 2.847030 0.217 -0.042 0.523 -1.20
C 0.905890 -5.210350 4.937912 1.352 0.102 -0.529 -2.12
C 0.106963 2.438478 2.774614 -0.251 -0.423 1.038 -0.03
S 0.729543 2.453162 1.125562 -0.399 0.621 0.664 -0.32
H -3.233934 5.633931 3.005770 -0.708 0.419 -0.091 0.55
H -2.273400 5.279862 4.458004 0.135 -0.043 -0.296 0.43
H -3.460925 4.017755 3.892648 0.510 1.590 -0.351 0.41
H -3.215830 4.369341 0.968247 -0.752 0.835 -0.457 0.53
H -3.341723 2.730277 1.638530 0.070 0.355 0.453 0.34
H -2.044446 3.161716 0.613301 0.673 -0.279 -0.829 0.05
H -1.274731 6.186744 1.966584 -0.506 0.445 -0.303 0.51
H -0.399026 4.954023 1.028462 0.142 0.254 0.555 0.32
H -0.021665 5.362057 2.773391 0.356 -0.152 -0.216 0.35
H -1.932694 3.132375 5.268992 0.575 -0.269 -0.549 0.45
H 0.050231 1.287862 5.748038 0.337 -1.008 1.931 0.75
H 2.499840 1.382213 4.810019 0.117 -0.542 0.105 -0.20
H 3.969393 2.552907 3.397309 -0.260 0.285 0.798 0.65
H 5.371265 2.229127 1.102599 0.220 0.699 0.499 0.54
H 6.611809 0.472643 -0.181062 -0.162 0.641 -0.042 0.41
H 5.747222 2.000809 -0.716063 0.318 1.310 0.378 0.68
H 6.077722 0.780471 -1.837688 -0.081 -0.228 0.200 0.48
H 5.248709 -1.625307 0.159045 -0.451 -0.065 -0.512 0.38
H 5.246458 -1.394062 -1.588937 0.414 -0.115 -0.713 0.52
H 3.723395 -1.763534 -0.793125 -0.216 -0.238 -0.038 0.37
H 3.104134 1.813797 -1.154982 0.127 1.180 0.104 0.47
H 2.478940 0.330860 -1.532156 0.641 -0.378 -0.431 0.03
H 3.875863 1.003456 -2.474309 0.516 -0.020 -1.750 0.67
H 3.475900 -0.978083 5.363801 -0.329 0.270 0.094 0.53
H 2.532900 -3.408672 5.749433 0.290 -1.106 0.337 0.55
H -1.782206 -3.073935 4.757839 0.388 0.110 0.410 0.34
H -0.966442 -3.805523 6.204851 0.284 0.595 1.046 0.45
H -1.886772 -4.762652 5.123260 1.000 0.368 -0.347 0.38
H -1.025778 -3.851189 2.381438 0.309 -0.494 0.743 0.27
H -0.338504 -5.512093 2.860153 -0.162 0.888 -0.472 0.43
H 0.675355 -4.169445 2.210236 0.088 -0.208 0.245 0.20
H 1.093407 -5.152820 6.011604 -0.087 0.116 -0.073 0.45
H 1.876074 -5.309422 4.394062 -0.603 -0.132 0.459 0.40
H 0.302643 -6.076234 4.725581 -0.012 -0.519 0.162 0.54
C -4.307663 -2.737905 -4.880045 -1.724 -1.301 0.282 -1.57
C -3.089672 -2.445919 -5.661787 2.642 0.874 1.002 2.08
C -3.502781 -1.488674 -6.760706 -0.069 -0.026 -1.052 -1.82
C -2.330814 -3.690301 -6.166610 -1.680 0.668 -0.666 -1.77
C -2.099459 -1.751347 -4.673275 -0.640 -0.222 -0.265 -0.09
C -1.766642 -2.424830 -3.499473 -0.664 -0.497 -0.801 -0.76
C -0.991834 -1.785937 -2.595120 0.214 -0.184 2.064 0.44
Br -0.619276 -2.630170 -0.819880 -0.347 -0.098 -1.064 -0.16
C -0.624723 -0.449682 -2.645852 0.968 0.723 1.022 0.02
O 0.003054 0.097361 -1.559057 -0.960 -0.115 -1.329 0.54
C -0.946775 0.212778 -3.847359 0.790 0.508 -0.087 -0.54
C -1.632363 -0.462708 -4.850750 0.168 -0.801 0.906 -0.21
C -0.633053 1.690616 -4.070035 -0.863 1.424 -0.295 2.64
C -0.641385 2.057382 -5.561074 0.116 0.978 -0.643 -2.11
C -1.735385 2.454079 -3.316201 -1.131 0.033 0.828 -1.64
C 0.712790 2.137426 -3.574795 0.507 -0.776 1.065 -1.88
H -5.032481 -3.253665 -5.549324 0.198 0.138 0.490 0.41
H -4.769858 -1.797305 -4.574056 -0.004 -0.155 0.253 0.40
H -4.139705 -3.377764 -3.993142 -0.175 0.345 -0.464 0.33
H -4.076632 -2.031839 -7.541572 0.284 0.196 0.390 0.41
H -2.620705 -1.044109 -7.265923 -0.633 -0.068 0.206 0.40
H -4.195588 -0.719326 -6.354713 0.729 -0.223 -0.316 0.35
H -2.984896 -4.099097 -6.927770 0.073 -0.680 -0.283 0.47
H -2.123191 -4.417043 -5.411326 -0.123 -0.430 0.622 0.34
H -1.400338 -3.434183 -6.614636 0.758 0.401 -0.458 0.39
H -2.206650 -3.400434 -3.321408 0.381 0.048 0.189 0.35
H -1.811810 0.006573 -5.781832 -0.234 0.499 -0.423 0.24
H -1.622323 1.938067 -6.059338 0.469 -0.030 0.278 0.37
H 0.105833 1.398423 -6.050105 -0.380 0.565 -0.114 0.42
H -0.358009 3.163351 -5.713328 -0.257 -1.692 0.321 0.40
H -2.679952 2.468496 -3.888077 0.194 -0.523 0.315 0.37
H -1.623991 3.514796 -3.052010 0.871 -0.085 -0.398 0.37
H -1.884653 1.955808 -2.329803 -0.212 0.250 -0.665 0.19
H 1.437255 1.445077 -3.976898 0.631 -0.217 0.138 0.50
H 0.737167 2.135241 -2.489189 0.210 -0.332 0.109 -0.05
H 1.015880 3.125375 -3.851576 -0.232 0.724 -0.602 0.55
Se -4.961265 -0.210337 -0.644634 0.957 0.149 0.395 -0.22
C -3.360935 0.028213 0.152224 -1.376 -0.165 -0.481 -0.07
N -2.343591 0.192547 0.707488 -0.437 0.149 -0.025 -0.41

(2)
104
Properties=species:S:1:pos:R:3:forces:R:3:mulliken_charge:R:1 method="wB97M-V/def2-TZVPD" largest_force_ev_per_a=1.242 homo_ev=-1.9 e_above_lowest_kcal_mol=21.3 charge=-2 multiplicity=1 lumo_energy_ha=0.137 orbital_gap_ev=5.658
Cs 0.709920 0.028403 0.244275 -0.282 0.499 -0.083 1.19
C 7.296993 -5.241036 -0.152596 -0.033 0.009 0.027 -0.96
O 6.689833 -4.033840 0.231765 -0.038 -0.004 -0.042 -0.46
C 5.308309 -3.982707 0.214186 0.129 0.085 0.038 0.96
C 4.516699 -5.115917 -0.022968 -0.105 -0.004 -0.002 -1.01
C 3.141185 -4.936758 -0.009219 0.091 -0.017 0.010 -0.81
C 2.530622 -3.704317 0.194095 -0.018 -0.123 0.034 0.06
C 1.066405 -3.613438 0.082122 0.148 0.200 0.038 0.55
C 0.217011 -4.823189 0.428930 -0.081 -0.092 -0.118 -1.44
O 0.500229 -2.594135 -0.283824 -0.044 -0.927 -0.192 -0.43
C 3.343518 -2.533268 0.484529 -0.151 -0.048 -0.014 0.38
O 2.847000 -1.409941 0.766413 0.832 -0.612 0.197 -0.74
C 4.757116 -2.749300 0.463144 0.041 -0.076 -0.013 -0.06
H 8.369777 -5.053681 -0.166281 0.002 -0.005 0.000 0.26
H 6.973859 -5.558251 -1.149129 0.009 0.004 -0.007 0.37
H 7.086173 -6.048718 0.556905 -0.003 -0.003 -0.002 0.34
H 4.938676 -6.091266 -0.208905 0.008 -0.016 -0.006 0.33
H 2.514157 -5.802384 -0.195189 0.010 -0.006 -0.003 0.25
H 0.222197 -5.535316 -0.401553 0.016 0.014 -0.001 0.32
H -0.808787 -4.486195 0.571512 0.012 0.005 0.033 0.22
H 0.580925 -5.343492 1.314562 0.008 0.032 0.016 0.40
H 5.407619 -1.904885 0.658650 -0.016 0.011 0.000 0.36
N 1.447134 2.153106 -1.591730 0.149 0.212 -0.402 -1.22
P 2.908658 2.432597 -1.873844 -0.864 0.208 0.388 -0.47
N 3.893164 2.585464 -0.489665 0.170 -0.099 0.010 0.88
C 3.271069 3.212237 0.667375 0.015 0.079 -0.119 -0.41
C 3.855973 2.658271 1.984600 -0.056 0.058 0.102 -0.97
C 4.627234 1.368899 1.740091 0.002 -0.088 -0.089 0.11
C 5.785020 1.636020 0.776635 0.050 0.004 0.010 -1.16
C 5.334942 2.569579 -0.371949 -0.022 0.124 -0.005 -1.08
N 3.844153 1.288600 -2.757550 0.347 0.014 -0.017 0.77
C 4.257008 0.084566 -2.000590 -0.081 -0.024 -0.020 -0.15
C 4.437041 -1.127137 -2.916869 -0.025 -0.052 0.018 -0.63
C 5.072411 -0.682719 -4.228568 0.033 0.004 0.009 -0.78
C 4.104022 0.257157 -4.967671 -0.021 -0.034 0.009 -0.72
C 3.138985 0.905537 -3.977074 -0.138 0.026 -0.038 -0.45
N 3.175228 3.891850 -2.745670 0.408 -0.218 -0.251 0.19
C 2.109193 4.555607 -3.459480 -0.090 0.144 0.246 -0.60
C 2.288859 4.550498 -4.977909 0.025 -0.059 -0.056 -0.53
C 3.684101 5.039046 -5.368384 -0.025 0.030 -0.028 -0.97
C 4.754598 4.268158 -4.598623 0.001 -0.011 -0.019 0.14
C 4.485809 4.383006 -3.099746 -0.016 0.131 0.051 -0.68
H 2.195249 3.039928 0.602116 0.068 -0.073 -0.049 0.04
H 3.426623 4.305417 0.625441 -0.026 0.001 0.044 0.29
H 3.047930 2.495414 2.702277 0.001 -0.016 -0.012 0.41
H 4.525330 3.397911 2.441300 0.029 -0.011 -0.030 0.33
H 3.972098 0.606192 1.309168 0.012 0.078 0.043 -0.25
H 5.001534 0.952519 2.679708 0.018 0.030 0.005 0.47
H 6.150104 0.685772 0.380258 0.004 -0.007 -0.024 0.33
H 6.626857 2.100467 1.304154 -0.026 0.005 0.025 0.44
H 5.784250 2.269281 -1.317786 -0.023 -0.068 0.002 0.41
H 5.698421 3.594254 -0.168147 0.008 -0.017 0.002 0.56
H 3.559130 -0.154486 -1.193091 -0.039 -0.017 -0.011 0.12
H 5.221522 0.281981 -1.534699 0.072 0.024 0.044 -0.27
H 3.478162 -1.614569 -3.113675 -0.017 0.028 -0.002 0.32
H 5.044241 -1.866085 -2.390529 0.038 0.005 -0.015 0.40
H 5.343719 -1.536649 -4.855408 -0.014 -0.012 0.005 0.42
H 6.001922 -0.152325 -3.998135 -0.004 0.016 -0.009 0.27
H 3.528562 -0.301491 -5.713880 -0.015 0.010 0.016 0.39
H 4.658232 1.031890 -5.505029 0.031 -0.017 -0.010 0.17
H 2.302247 0.236286 -3.737697 0.026 -0.035 -0.044 0.31
H 2.667576 1.787050 -4.407690 0.068 0.055 -0.040 0.08
H 2.076389 5.613050 -3.138446 -0.040 -0.013 0.008 0.39
H 1.172800 4.087484 -3.154453 0.004 -0.042 -0.050 0.02
H 1.515575 5.177357 -5.433437 0.018 0.029 0.000 0.45
H 2.142867 3.541417 -5.371980 -0.014 -0.048 0.051 0.24
H 3.773894 6.105708 -5.122184 -0.002 -0.008 0.021 0.34
H 3.835404 4.955252 -6.449395 0.007 -0.019 0.002 0.40
H 5.754591 4.647469 -4.836216 -0.001 0.018 -0.012 0.38
H 4.726705 3.208396 -4.870154 0.010 0.020 -0.001 -0.31
H 4.561461 5.451933 -2.824538 0.002 -0.011 0.014 0.47
H 5.248168 3.861861 -2.526464 -0.017 -0.071 -0.055 0.06
C -4.703809 -6.438382 -1.074505 -0.028 -0.063 -0.036 -1.44
C -4.431946 -5.061276 -0.528404 0.022 0.023 -0.014 0.83
C -4.877799 -4.690878 0.731291 0.008 0.014 0.061 -1.01
C -4.605705 -3.431997 1.264050 -0.001 -0.016 -0.056 1.19
C -5.098174 -3.081380 2.643386 -0.035 0.028 0.004 -1.61
C -3.887873 -2.505270 0.504757 -0.036 -0.039 0.035 0.75
C -3.451096 -2.852731 -0.779214 0.057 0.021 0.072 1.18
C -2.667701 -1.870947 -1.603710 -0.073 0.213 0.023 -1.40
C -3.715766 -4.126721 -1.267460 -0.043 -0.022 -0.054 -1.09
C -3.552358 -1.137133 1.104224 0.030 0.035 0.179 0.00
O -4.072427 -0.135359 0.535261 -0.213 -0.368 -0.019 -0.97
O -2.814339 -1.147318 2.099994 -0.015 -0.013 -0.093 -0.79
H -5.398760 -6.982191 -0.431971 0.002 0.004 0.001 0.34
H -3.789585 -7.033733 -1.149016 0.015 0.033 0.015 0.26
H -5.139919 -6.394360 -2.075645 0.004 0.017 0.004 0.33
H -5.443268 -5.403238 1.327361 0.002 0.002 -0.008 0.21
H -5.508693 -3.961580 3.142588 0.004 0.005 0.007 0.38
H -5.882339 -2.320483 2.594020 0.017 0.003 -0.015 0.30
H -4.288828 -2.658353 3.236285 0.018 -0.028 0.009 0.31
H -3.115686 -0.880577 -1.519724 0.001 -0.022 -0.062 0.36
H -2.633634 -2.163100 -2.653717 0.029 -0.065 -0.003 0.41
H -1.645144 -1.791548 -1.233195 0.060 -0.093 -0.004 0.07
H -3.353847 -4.388932 -2.258373 -0.008 -0.020 0.000 0.31
N -2.861141 2.100542 -0.147101 0.124 0.444 -0.203 -0.11
C -1.641424 2.519894 0.189932 -0.051 -0.098 -0.125 0.55
O -0.936205 1.958838 1.025763 -0.626 0.967 0.465 -0.77
C -0.979394 3.683942 -0.520975 -0.002 -0.088 0.027 -0.11
I -2.179071 4.835276 -1.887080 0.034 0.022 -0.033 -0.15
H -3.284362 1.245346 0.262902 0.036 -0.166 0.153 0.27
H -3.349199 2.558235 -0.897330 0.053 0.043 0.032 0.07
H -0.120270 3.268930 -1.090558 0.024 0.029 0.001 -0.13
H -0.624200 4.396087 0.216604 0.013 -0.008 0.010 0.41